Record 1
C31H54B2Cl32F8IN2O4S2 as an isolated structure in a non-equilibrium geometry, computed with the ωB97M-V functional and the def2-TZVPD basis.

Structure (XYZ):
```
136
Properties=species:S:1:pos:R:3:forces:R:3
C 7.662 -1.247 -1.327 -0.8 -1.3 0.1
C 6.817 -1.443 -2.757 1.1 1.4 -0.4
S 6.423 -3.270 -2.869 0.1 -0.3 0.4
C 5.025 -3.674 -3.989 0.4 2.2 -2.2
C 3.472 -3.682 -3.521 -1.3 -5.3 -2.3
N 2.646 -2.366 -3.688 3.0 0.4 0.8
S 1.985 -2.302 -5.291 -10.0 3.7 -6.5
O 0.772 -3.210 -5.587 5.3 1.7 2.3
O 1.525 -0.861 -5.758 3.3 -5.1 3.1
C 3.179 -2.662 -6.713 2.3 -0.2 -5.5
F 2.324 -2.470 -7.950 2.9 -0.8 4.8
F 4.240 -1.597 -6.870 -3.5 -4.2 1.1
F 3.681 -4.036 -6.812 -1.4 4.9 0.7
C 1.763 -2.037 -2.456 -1.5 0.3 2.2
B 2.252 -0.615 -1.697 0.8 3.5 2.1
N 1.582 -0.050 -0.419 2.0 -2.6 -1.9
O 3.254 0.339 -2.280 -2.7 -1.5 -0.6
C 0.203 -1.585 -2.720 -3.3 0.0 -0.9
C -0.115 -0.064 -3.173 -1.6 1.1 -0.1
F -0.668 -1.652 -1.480 2.7 -0.5 -2.2
C 2.078 -3.363 -1.484 1.4 -0.1 2.5
I 3.913 -2.496 -0.478 1.1 0.2 -1.4
C 1.289 -3.646 -0.097 -5.0 -2.1 1.6
Cl 1.995 -3.220 1.617 -1.5 -0.7 -1.9
C -0.068 -4.282 0.076 2.8 1.1 -2.0
C -0.995 -4.708 -1.194 -1.0 -0.1 0.9
Cl -0.854 -4.618 1.763 1.5 0.6 -3.1
C 2.899 -4.610 -2.250 -1.8 0.9 -1.5
B 3.950 -5.513 -1.353 3.3 -1.8 1.6
C 3.721 -5.992 0.239 0.0 -0.4 0.7
O 5.210 -6.125 -1.917 -2.1 2.6 2.2
C 1.965 -5.867 -2.840 -2.0 -0.4 1.1
F 0.796 -5.406 -3.635 3.4 -1.1 2.0
F 1.363 -6.684 -1.714 1.8 2.7 -3.2
C 2.700 -6.995 -3.732 -0.3 -3.9 -2.2
F 3.877 -6.654 -4.518 -2.8 -0.1 2.5
F 3.030 -8.276 -2.995 -0.6 4.3 -1.6
H 7.220 -2.076 -0.602 1.0 1.8 -1.2
H 7.479 -0.201 -0.835 0.5 -2.0 -1.2
H 8.803 -1.518 -1.467 -2.4 0.8 0.2
H 7.580 -1.199 -3.641 -2.0 -0.3 1.8
H 5.866 -0.758 -2.808 1.8 -1.3 0.2
H 5.368 -4.622 -4.630 -1.3 1.9 1.9
H 5.101 -2.785 -4.790 -0.3 -1.8 1.4
H 2.951 -4.297 -4.415 1.4 1.0 1.7
H 3.481 -1.715 -3.804 -1.2 0.5 0.8
H 1.253 -0.831 0.197 0.0 1.3 -0.5
H 2.270 0.576 0.083 -1.2 -1.0 -0.9
H 2.797 1.164 -2.624 0.8 -1.3 0.8
H -0.384 -2.305 -3.471 1.6 1.4 1.6
H -1.128 -0.117 -3.808 2.5 0.0 1.5
H -0.402 0.648 -2.257 1.0 -2.1 -1.8
H 0.632 0.522 -3.824 -0.9 -1.3 1.0
H -2.117 -4.455 -0.866 3.8 -0.2 -0.7
H -1.036 -5.884 -1.406 0.6 2.6 0.6
H -0.828 -4.103 -2.180 0.2 -1.2 2.1
H 2.637 -6.358 0.464 1.9 0.8 -0.4
H 4.435 -6.910 0.512 -1.5 2.0 -0.8
H 3.981 -5.157 1.014 -0.6 -1.5 -1.5
H 5.859 -6.118 -1.130 -1.5 -0.5 -1.7
H 1.889 -7.374 -4.529 1.9 1.0 1.9
C 3.115 3.891 0.273 0.1 0.4 0.0
Cl 2.920 3.569 -1.454 0.4 0.2 0.0
Cl 2.876 2.421 1.225 0.1 0.2 0.4
H 4.123 4.272 0.453 -0.2 -0.2 -0.1
H 2.379 4.638 0.581 0.1 -0.3 -0.2
C -5.153 -3.897 0.123 -0.5 0.3 0.2
Cl -3.898 -4.723 -0.808 -1.9 -0.3 0.1
Cl -4.583 -2.328 0.706 0.0 0.0 0.0
H -6.027 -3.744 -0.514 0.7 0.1 0.3
H -5.426 -4.517 0.981 0.2 0.1 -0.2
C -0.537 4.746 -2.938 -0.1 0.3 -0.4
Cl -0.084 3.160 -2.304 -0.4 0.0 -0.2
Cl -0.851 5.890 -1.627 0.1 0.0 -0.5
H 0.279 5.129 -3.556 -0.1 -0.1 0.3
H -1.441 4.643 -3.544 0.2 0.0 0.2
C 0.070 5.308 2.572 -0.4 -0.4 0.1
Cl 1.403 6.355 2.072 0.1 0.1 -0.2
Cl -1.214 5.288 1.356 0.2 -0.2 0.3
H 0.447 4.292 2.708 -0.1 0.3 -0.2
H -0.340 5.679 3.515 0.2 -0.1 -0.5
C 0.963 5.694 6.299 -0.1 0.0 0.5
Cl 0.835 7.015 5.132 0.0 0.3 0.7
Cl 1.233 4.149 5.484 0.0 0.0 0.1
H 1.801 5.892 6.972 -0.2 -0.1 -0.3
H 0.035 5.635 6.873 0.2 0.0 -0.3
C -3.615 -0.788 -6.031 -0.4 -0.1 -0.3
Cl -4.182 0.083 -4.601 0.0 0.0 0.0
Cl -1.855 -0.945 -6.024 0.0 -0.2 -0.3
H -4.062 -1.785 -6.041 0.2 0.3 0.1
H -3.920 -0.239 -6.926 0.2 -0.1 0.3
C 0.538 0.740 7.951 -0.4 0.0 0.1
Cl 1.793 -0.086 7.019 0.0 -0.1 -0.1
Cl 1.107 2.309 8.534 -0.1 0.0 0.2
H -0.336 0.893 7.313 0.4 0.1 0.2
H 0.265 0.120 8.808 0.2 0.2 -0.2
C -3.662 0.296 7.598 -0.4 0.0 0.2
Cl -2.407 -0.530 6.666 -0.1 -0.2 -0.1
Cl -3.093 1.865 8.180 -0.1 -0.1 0.0
H -4.536 0.449 6.960 0.3 0.0 0.1
H -3.935 -0.324 8.455 0.2 0.2 -0.2
C -3.624 5.288 10.030 -0.3 0.2 0.1
Cl -2.223 4.942 9.008 0.1 0.1 -0.1
Cl -3.718 4.156 11.385 0.0 0.1 0.0
H -3.537 6.304 10.421 0.1 -0.3 -0.1
H -4.532 5.200 9.430 0.4 -0.1 0.2
C -4.459 5.684 3.447 -0.1 -0.1 -0.4
Cl -5.633 5.535 4.759 -0.1 0.0 0.0
Cl -2.852 6.076 4.072 -0.1 0.1 0.3
H -4.408 4.736 2.906 0.0 0.3 0.3
H -4.781 6.478 2.769 0.1 -0.1 0.3
C -9.062 -4.313 0.135 -0.5 -0.1 0.1
Cl -7.807 -5.139 -0.796 -0.6 -0.5 -0.2
Cl -8.493 -2.744 0.718 -0.1 0.0 0.0
H -9.936 -4.160 -0.502 0.3 0.0 0.1
H -9.335 -4.933 0.993 0.2 0.2 -0.2
C -4.672 5.292 -1.107 0.1 0.1 -0.4
Cl -5.815 6.514 -0.536 0.0 0.0 -0.1
Cl -4.390 4.058 0.127 0.1 -0.1 -0.1
H -5.080 4.814 -2.001 0.0 0.1 0.3
H -3.723 5.778 -1.348 -0.2 -0.1 0.2
C -7.529 5.443 9.585 -0.3 -0.1 -0.2
Cl -7.257 4.127 10.734 -0.1 0.0 -0.1
Cl -6.551 6.857 9.994 -0.2 0.2 -0.1
H -7.259 5.101 8.582 0.0 0.1 0.3
H -8.585 5.722 9.608 0.3 0.0 0.1
C 2.479 -4.792 -10.463 0.0 0.1 0.3
Cl 0.963 -4.596 -11.351 0.0 0.0 0.1
Cl 3.790 -5.283 -11.543 0.0 0.0 0.1
H 2.742 -3.841 -9.994 -0.1 -0.2 -0.3
H 2.345 -5.558 -9.695 0.0 0.1 -0.3
C 0.660 9.835 3.103 0.0 -0.1 0.3
Cl 1.994 10.882 2.603 0.1 -0.1 0.1
Cl -0.623 9.814 1.887 0.0 -0.1 0.1
H 1.037 8.818 3.239 -0.1 0.3 -0.2
H 0.251 10.206 4.046 0.1 0.0 -0.3
```
Positions in Å, forces in eV/Å.

Values from the calculation:
HOMO-LUMO gap	6.175	eV
LUMO level	-5.0	eV
highest occupied orbital energy	-11.177	eV
charge	+1

Record 2
C18H38Hg2O10S4 as an isolated structure in a non-equilibrium geometry, computed with the ωB97M-V functional and the def2-TZVPD basis.

Structure (XYZ):
```
72
Properties=species:S:1:pos:R:3:forces:R:3
Hg 3.873 1.351 1.942 -1.8 -0.1 0.6
Hg 1.118 2.220 4.004 0.9 0.9 -1.5
C 4.215 3.096 4.990 -0.7 0.0 -0.3
O 3.401 2.643 3.890 -1.4 -0.9 -1.3
H 5.233 3.261 4.640 0.1 -0.5 0.2
H 3.850 4.090 5.253 -0.1 -0.2 0.4
H 4.073 2.345 5.764 0.7 0.4 0.4
C 1.089 1.426 0.565 -0.5 -1.6 -1.4
O 1.607 1.734 1.820 1.8 0.3 1.1
H 1.530 0.481 0.223 0.0 0.0 -0.1
H 0.021 1.185 0.551 -0.1 0.4 0.4
H 1.284 2.148 -0.233 0.1 0.4 0.4
C 0.063 2.274 -3.529 2.3 0.8 -1.8
C -0.811 1.157 -3.041 -0.3 -0.8 0.8
C -1.682 0.632 -4.192 0.6 0.9 -0.5
S -2.086 2.161 -5.190 -0.3 -0.8 1.4
O -3.197 2.900 -4.611 0.7 -0.7 -0.3
O -2.103 1.765 -6.571 0.1 0.4 0.0
C -0.555 3.033 -4.719 -1.4 -0.1 0.7
H 1.040 1.999 -3.953 -0.3 -1.4 -0.1
H 0.562 2.902 -2.784 -1.3 0.5 0.5
H -1.414 1.472 -2.188 -0.2 0.1 -0.2
H -0.153 0.388 -2.630 -0.3 -0.3 -0.1
H -2.568 0.038 -3.983 -0.1 0.3 0.3
H -1.066 0.038 -4.869 0.0 0.1 -0.1
H -0.923 3.977 -4.321 0.2 0.4 -0.9
H -0.005 3.011 -5.656 0.4 0.6 0.3
C -4.499 2.285 1.983 -0.4 0.2 -0.7
C -4.523 2.215 3.513 0.1 -0.1 -0.3
C -3.505 3.254 3.987 0.4 -0.1 0.3
S -2.206 3.274 2.676 -2.5 -0.1 0.2
O -0.933 2.845 3.244 2.0 -1.2 1.0
O -2.174 4.518 1.996 0.1 0.7 -0.2
C -3.041 2.062 1.609 1.5 -0.7 1.0
H -4.848 3.264 1.650 0.1 0.0 -0.1
H -5.127 1.551 1.480 0.0 -0.1 0.2
H -4.203 1.216 3.819 0.1 0.0 0.1
H -5.506 2.336 3.964 0.0 0.4 -0.2
H -3.138 2.993 4.980 0.5 0.0 -0.2
H -3.844 4.286 4.066 -0.3 -0.1 -0.4
H -2.729 1.074 1.965 -0.1 0.0 0.2
H -2.567 2.092 0.628 -0.7 0.7 -0.3
C -2.580 -4.271 0.106 -0.6 -0.7 -1.9
C -1.388 -4.069 1.059 -0.2 0.2 -0.2
C -0.721 -2.753 0.722 0.1 0.7 -2.0
S -1.455 -2.002 -0.853 -1.7 -1.1 2.0
O -0.627 -2.249 -2.000 0.3 0.0 -0.1
O -1.874 -0.650 -0.519 0.5 0.1 -0.3
C -2.948 -3.060 -0.766 -0.3 1.9 0.7
H -3.468 -4.681 0.583 0.0 0.1 0.1
H -2.282 -4.992 -0.659 0.0 -0.4 0.4
H -0.699 -4.899 0.912 0.1 0.1 0.0
H -1.657 -4.126 2.113 -0.3 0.3 -0.1
H 0.281 -2.914 0.326 0.4 0.4 0.9
H -0.908 -1.924 1.397 0.6 -0.2 0.3
H -3.456 -3.100 -1.730 0.7 -1.1 -0.3
H -3.665 -2.374 -0.302 0.3 0.0 0.7
C 4.112 -3.153 -2.177 1.0 -3.2 1.6
C 4.990 -3.992 -1.175 0.1 0.0 1.2
C 5.314 -2.995 -0.036 1.3 0.2 -1.6
S 3.770 -2.195 0.316 -0.2 -2.3 0.2
O 3.991 -0.778 0.631 -0.1 1.4 0.2
O 3.111 -3.012 1.321 -0.1 1.0 -0.7
C 3.019 -2.539 -1.366 0.0 1.6 -0.3
H 3.664 -3.983 -2.723 0.1 0.8 -1.2
H 4.771 -2.451 -2.678 -0.3 -0.1 -0.5
H 5.876 -4.460 -1.605 0.3 0.7 -0.2
H 4.542 -4.873 -0.707 -0.9 0.2 -0.4
H 6.002 -2.307 -0.537 -0.2 0.6 0.4
H 5.837 -3.360 0.844 -0.5 -0.1 0.2
H 2.751 -1.655 -1.949 -0.4 0.4 0.9
H 2.142 -3.175 -1.277 0.1 0.0 0.5
```
Positions in Å, forces in eV/Å.

Values from the calculation:
HOMO-LUMO gap	3.634	eV
LUMO level	-9.6	eV
highest occupied orbital energy	-13.259	eV
charge	+2

Record 3
A 2-piece molecular cluster, C2H4I2O overall in a non-equilibrium geometry, computed with the ωB97M-V functional and the def2-TZVPD basis.

Structure (XYZ):
```
9
Properties=species:S:1:pos:R:3:forces:R:3
C 0.289 -0.026 -0.368 -0.3 -0.2 -0.3
C 0.660 -0.462 0.996 0.1 -0.9 1.0
O -0.193 -0.400 2.005 0.5 0.0 -0.5
I 2.626 -0.110 1.632 -0.4 -0.1 -0.2
I 0.750 -3.484 0.669 -0.1 1.4 0.0
H -0.746 -0.286 -0.591 0.0 -0.1 0.0
H 0.397 1.063 -0.427 0.0 0.0 0.2
H 0.939 -0.466 -1.117 0.0 -0.1 0.1
H -1.110 -0.577 1.735 0.1 0.0 -0.2
```
Positions in Å, forces in eV/Å.

Values from the calculation:
HOMO-LUMO gap (alpha / beta)	6.689 / 6.696	eV
LUMO level (alpha / beta)	-1.5 / -1.5	eV
highest occupied orbital energy (alpha / beta)	-8.215 / -8.217	eV
relative energy (zero: lowest compared OMol25 entry of this formula, charge and spin)	23.32	kcal/mol
charge	0